Record 1
DFT (ωB97M-V with the def2-TZVPD basis set) results for a molecular structure, C26H34BeN7O3SSb2.

## Properties
- net charge = +1
- energy relative to the best compared isomer or geometry (same formula, charge and spin) (eV) = 1.747
- LUMO (eV) = -4.1

Each line ends with the Löwdin charge.
CARTESIAN COORDINATES (ANGSTROEM)
Be -0.2905 1.4632 -0.5160  -0.0841
C 3.3458 -2.9126 2.1655  -0.3221
Sb 2.4045 -1.3935 1.0053  1.3328
C 1.9553 -2.6164 -0.6935  -0.3125
C 0.4303 -1.6732 1.8827  -0.3608
C 0.2531 -1.5688 3.3713  -0.2773
C -0.1454 -2.7105 4.0670  -0.0491
C -0.4055 -2.6923 5.4285  -0.0704
C -0.2780 -1.5053 6.1309  -0.0706
C 0.1389 -0.3667 5.4604  -0.0453
C 0.4288 -0.3804 4.0962  -0.2769
C 0.9894 0.8873 3.5074  -0.3132
Sb -0.1108 1.8992 1.9827  1.4534
C -2.0060 1.9992 2.9402  -0.2794
C 0.5921 3.8631 2.3806  -0.2901
H 4.3355 -3.1210 1.7642  0.0076
H 2.7366 -3.8144 2.1190  0.0135
H 3.4413 -2.5862 3.1993  0.0055
H 1.5399 -3.5661 -0.3553  0.0121
H 2.8626 -2.8074 -1.2644  0.0178
H 1.2459 -2.1237 -1.3587  -0.0144
H 0.1399 -2.6749 1.5584  0.0514
H -0.2221 -0.9700 1.3584  -0.0135
H -0.2603 -3.6372 3.5165  0.1104
H -0.7091 -3.5995 5.9337  0.1092
H -0.4814 -1.4661 7.1923  0.1097
H 0.2709 0.5555 6.0146  0.1137
H 1.9942 0.7528 3.1029  0.0329
H 1.0523 1.6498 4.2847  0.0619
H -1.8683 2.4477 3.9229  0.0229
H -2.4099 0.9956 3.0643  0.0130
H -2.7018 2.6068 2.3640  0.0017
H 0.4727 4.0707 3.4426  0.0191
H 0.0163 4.5878 1.8065  0.0090
H 1.6438 3.9530 2.1133  0.0156
N -0.5059 6.5450 -3.9238  0.2088
C -0.9855 5.7020 -3.3114  -0.1489
C -1.5952 4.6588 -2.5258  -0.1647
C -2.9706 4.5809 -2.3600  0.0407
C -3.4956 3.5664 -1.5756  0.0016
C -2.6321 2.6660 -0.9891  -0.0765
N -1.3014 2.7365 -1.1536  0.0028
C -0.7916 3.7100 -1.9114  -0.0236
H -3.6134 5.3052 -2.8425  0.1424
H -4.5602 3.4736 -1.4194  0.1269
H -2.9962 1.8564 -0.3692  0.1195
H 0.2803 3.7359 -2.0481  0.1345
N 1.3122 1.5143 -1.1342  0.0365
C 1.5000 0.9064 -2.4760  -0.2844
C 0.4063 0.6885 -3.2984  -0.0634
C 0.5524 -0.1062 -4.4223  -0.0334
C 1.7740 -0.7008 -4.7002  -0.2336
C 2.8892 -0.3836 -3.9298  -0.0273
C 2.7560 0.4266 -2.8132  -0.0351
S 1.8468 -2.0060 -5.9314  0.3939
O 0.7609 -1.6723 -6.8333  -0.3505
O 1.6065 -3.1711 -5.0931  -0.3563
O 3.1826 -1.9006 -6.4739  -0.3359
H 1.8487 0.9276 -0.4872  0.0075
H 1.7798 2.4184 -1.0736  0.1229
H -0.5713 1.0825 -3.0566  0.0864
H -0.2837 -0.3261 -5.0740  0.1179
H 3.8440 -0.8194 -4.1951  0.1245
H 3.6063 0.6200 -2.1666  0.1166
N -3.1389 -3.1674 0.0895  0.2100
C -2.4554 -3.1983 -1.0618  -0.4539
N -2.5964 -4.2304 -1.8842  0.2200
N -1.6110 -2.2570 -1.4429  0.1862
C -1.3405 -1.1042 -0.9952  -0.2354
N -0.8929 -0.0492 -0.7806  0.1695
H -3.7379 -3.9247 0.3711  0.1267
H -2.9649 -2.4354 0.7553  0.1173
H -3.2164 -4.9977 -1.6929  0.1310
H -2.0905 -4.2162 -2.7577  0.1449

---

Record 2
DFT (ωB97M-V with the def2-TZVPD basis set) results for a molecular structure, C39H75BI2N2O24P.

## Properties
- net charge = +1
- LUMO (eV) = -4.1

Each line ends with the Löwdin charge.
CARTESIAN COORDINATES (ANGSTROEM)
C -0.7931 7.3136 -0.7525  -0.1601
C -1.6815 6.2957 -1.4729  -0.4535
P -2.0212 4.7857 -0.4474  1.0074
C -0.6289 4.5374 0.7410  -0.3189
C -1.8821 3.3467 -1.6368  -0.3203
C -2.9966 2.4959 -1.7624  -0.1289
C -4.2227 2.6551 -0.9309  -0.0362
B -4.1203 1.7969 0.4100  -0.6561
O -5.1031 1.8271 1.3628  0.1869
O -3.0471 0.9662 0.5905  0.1809
C -2.8841 1.4355 -2.6658  -0.1650
O -3.8380 0.5250 -2.8827  0.0093
C -5.1395 0.9541 -3.4001  -0.1208
C -5.1316 2.2152 -4.2380  -0.3345
C -6.6075 2.5050 -4.5843  -0.0403
C -4.2923 2.0717 -5.5294  -0.1386
C -3.3853 3.2705 -5.8291  -0.4111
C -2.4607 2.8773 -6.9949  -0.0692
C -4.2008 4.5189 -6.2140  -0.0551
C -1.6451 1.2448 -3.3249  -0.1879
C -1.3806 0.0410 -4.1811  -0.0925
C -1.2129 -1.2331 -3.2986  -0.2901
C -0.4536 -0.9983 -2.0078  -0.6598
I -0.0063 -2.8787 -1.0768  0.8107
N -0.6303 2.0584 -3.1665  0.0877
N -0.7754 3.0892 -2.3512  -0.4578
I 0.9621 4.1869 -2.2298  1.2406
H -0.9543 7.3255 0.3253  0.0709
H 0.2628 7.1626 -0.9732  0.0530
H -1.0407 8.3144 -1.1077  0.0796
H -2.6613 6.7330 -1.6634  0.0680
H -1.2635 6.0450 -2.4488  0.0243
H -1.0124 4.6793 1.7476  0.0382
H 0.2155 5.1956 0.5557  0.0006
H -0.2742 3.5077 0.6564  0.0301
H -4.3615 3.6901 -0.6200  0.0827
H -5.1253 2.3678 -1.4612  0.1019
H -5.5218 2.6864 1.4794  0.1159
H -2.8118 0.8729 1.5230  0.1267
H -5.4843 0.1295 -4.0270  0.1404
H -5.8691 1.0207 -2.5919  0.1210
H -4.7777 3.0947 -3.6914  0.1302
H -6.9561 1.7951 -5.3370  0.0934
H -7.2536 2.3956 -3.7114  0.0839
H -6.7174 3.5034 -5.0004  0.0792
H -4.9812 1.9943 -6.3739  0.1236
H -3.7080 1.1502 -5.5361  0.1038
H -2.7492 3.4920 -4.9618  0.1127
H -1.9554 3.7439 -7.4206  0.0786
H -3.0540 2.4347 -7.7991  0.0930
H -1.7191 2.1422 -6.6797  0.0641
H -3.6768 5.0927 -6.9791  0.0760
H -4.3702 5.1947 -5.3744  0.0777
H -5.1571 4.2373 -6.6553  0.0790
H -0.4580 0.2086 -4.7338  0.1208
H -2.2172 -0.1516 -4.8474  0.1133
H -2.2139 -1.5871 -3.0541  0.0747
H -0.7594 -2.0247 -3.8925  0.1011
H 0.5106 -0.5202 -2.1671  0.0452
H -1.0356 -0.4504 -1.2706  0.0302
C -4.9778 -2.2424 1.7158  -0.0374
O -4.1150 -2.0783 2.8457  0.0003
C -3.0511 -2.8895 2.8329  -0.6270
O -2.7740 -3.6515 1.9457  0.1098
O -2.3636 -2.6993 3.9540  0.0067
C -1.1935 -3.5185 4.0751  -0.0259
H -5.7842 -1.5270 1.8477  0.0964
H -4.4427 -2.0317 0.7918  0.0735
H -5.3800 -3.2537 1.6874  0.1042
H -0.4971 -3.3119 3.2644  0.0933
H -1.4629 -4.5724 4.0742  0.1015
H -0.7368 -3.2603 5.0255  0.0950
C -5.0514 -2.4832 -2.4761  -0.0340
O -5.3999 -3.8183 -2.8247  0.0237
C -5.6377 -3.9740 -4.1300  -0.6186
O -5.5729 -3.0970 -4.9566  0.1131
O -5.9524 -5.2411 -4.3533  0.0160
C -6.2352 -5.5556 -5.7226  -0.0268
H -4.8783 -2.4696 -1.4029  0.0867
H -4.1435 -2.1788 -2.9903  0.0719
H -5.8657 -1.8022 -2.7215  0.0913
H -5.3657 -5.3592 -6.3464  0.0983
H -7.0865 -4.9790 -6.0783  0.0985
H -6.4720 -6.6145 -5.7413  0.0966
C 0.7786 3.3916 -5.7199  -0.1104
O 1.2903 3.6388 -7.0268  0.0066
C 2.3199 2.8481 -7.3548  -0.6226
O 2.7993 2.0054 -6.6405  0.1251
O 2.7108 3.1588 -8.5820  0.0127
C 3.8168 2.3858 -9.0698  -0.0239
H -0.0427 4.0921 -5.5744  0.0869
H 0.4065 2.3743 -5.6367  0.0691
H 1.5416 3.5671 -4.9663  0.0071
H 3.5570 1.3300 -9.1053  0.0996
H 4.6915 2.5326 -8.4398  0.0988
H 4.0162 2.7522 -10.0714  0.0968
C 2.4203 -4.9781 9.0554  -0.0191
O 2.1635 -4.6296 7.6876  0.0096
C 3.2223 -4.1646 7.0342  -0.6139
O 4.3300 -4.0283 7.4887  0.1099
O 2.8554 -3.8729 5.7861  0.0008
C 3.9121 -3.3612 4.9679  -0.0349
H 1.4796 -5.3429 9.4553  0.0957
H 3.1718 -5.7627 9.1183  0.0951
H 2.7439 -4.1035 9.6167  0.0972
H 4.7134 -4.0914 4.8747  0.0993
H 4.3025 -2.4332 5.3816  0.0968
H 3.4706 -3.1732 3.9935  0.0906
C 3.7884 5.8521 -4.4062  -0.0643
O 4.4869 7.0835 -4.5416  0.0196
C 4.2349 7.9380 -3.5454  -0.6200
O 3.4886 7.7231 -2.6202  0.1000
O 4.9329 9.0428 -3.7504  0.0189
C 4.7621 10.0573 -2.7521  -0.0248
H 4.0501 5.2323 -5.2589  0.0989
H 4.0870 5.3481 -3.4860  0.0926
H 2.7124 6.0338 -4.4025  0.0723
H 5.0813 9.6913 -1.7786  0.0990
H 3.7232 10.3775 -2.7084  0.0978
H 5.3916 10.8857 -3.0600  0.0974
C 6.0791 -2.3694 9.2579  -0.0401
O 6.9433 -2.2501 10.3997  0.0066
C 7.9789 -3.0842 10.3859  -0.6257
O 8.2330 -3.8877 9.5254  0.1201
O 8.6945 -2.8818 11.4939  0.0019
C 9.8464 -3.7202 11.6120  -0.0407
H 5.2841 -1.6432 9.4060  0.0950
H 6.6220 -2.1373 8.3437  0.0991
H 5.6617 -3.3651 9.1993  0.0682
H 10.5327 -3.5485 10.7849  0.0965
H 9.5567 -4.7690 11.6389  0.0965
H 10.3216 -3.4450 12.5488  0.0930
C 3.7636 -11.5445 9.9088  -0.0385
O 4.7980 -11.0738 9.0405  0.0048
C 4.9978 -9.7575 9.0868  -0.6263
O 4.3908 -8.9782 9.7761  0.1155
O 5.9796 -9.4553 8.2413  0.0068
C 6.3138 -8.0652 8.1903  -0.0313
H 3.7181 -12.6195 9.7633  0.0935
H 4.0034 -11.3216 10.9466  0.0974
H 2.8081 -11.0948 9.6456  0.0963
H 6.6577 -7.7157 9.1615  0.0996
H 5.4581 -7.4763 7.8642  0.0892
H 7.1165 -7.9672 7.4661  0.0948

---

Record 3
DFT (ωB97M-V with the def2-TZVPD basis set) results for a single C2H8N4O2 molecule.

## Properties
- net charge = 0
- SMILES = [H]/N=[N+](/[O-])[N@@+](N)([O-])CC
- energy relative to the best compared isomer or geometry (same formula, charge and spin) (eV) = 8.811
- LUMO (eV) = 0.7

Each line ends with the Löwdin charge.
CARTESIAN COORDINATES (ANGSTROEM)
C -1.9292 -0.5667 0.4733  -0.0459
C -0.4633 -0.1657 0.9103  -0.0905
N 2.1392 1.4387 0.1543  0.1507
N 2.0009 0.2485 0.2679  -0.3546
N 0.1922 0.6120 -1.3128  0.1069
N 0.4800 -0.3181 -0.3143  -0.4451
O 2.6250 -0.6458 0.6838  0.0976
O 0.7200 -1.4792 -0.6431  -0.0693
H -2.5204 -0.6684 1.3302  0.0615
H -2.2338 0.2497 -0.0626  0.0260
H -1.9948 -1.3542 -0.2514  0.0767
H -0.4589 0.8491 1.4438  0.1440
H -0.0557 -0.8371 1.5870  0.0854
H 1.4776 1.7735 -0.5649  0.0613
H -0.7399 0.3790 -1.5917  0.0920
H 0.7611 0.4846 -2.1096  0.1032

---

What is the net charge in the third record? 0